[1]
91
Properties=species:S:1:pos:R:3:forces:R:3 method="wB97M-V/def2-TZVPD" energy_ev=-79827.483 mol_weight_g_mol=740.41 lumo_energy_ha=0.061 max_force_ev_per_a=0.29 e_homo_ev=-4.190 homo_lumo_gap_ev=5.847 total_charge=-1
C -4.51130 -0.71046 1.59380 0.0 0.0 0.0
C -3.38227 -1.70050 1.28244 -0.1 -0.1 0.0
O -2.18865 -1.02245 0.95060 0.0 0.0 0.1
C -1.75256 -1.22296 -0.39069 -0.1 0.1 -0.1
C -0.71330 -0.16956 -0.73391 0.0 0.0 0.0
C -1.31055 1.15430 -1.23120 -0.1 0.0 0.0
C -0.52829 2.38674 -0.77213 0.1 -0.1 0.0
C 0.89690 2.48293 -1.34401 0.0 0.0 0.0
B 1.55450 4.00729 -1.42457 -0.1 0.0 0.1
C 2.72146 4.24889 -0.30567 0.1 0.0 -0.1
N 3.83151 3.23972 -0.30202 0.1 0.2 0.2
C 5.12714 3.83001 0.00237 -0.1 -0.1 0.2
H -5.46684 -1.04411 1.18117 0.0 0.0 0.0
H -4.26552 0.25590 1.15041 0.0 -0.1 0.0
H -4.64224 -0.56485 2.66791 0.1 0.0 -0.1
H -3.67819 -2.36108 0.45944 0.0 0.1 0.0
H -3.18009 -2.33887 2.15027 0.0 0.0 0.0
H -1.35223 -2.24104 -0.49429 0.0 0.0 0.0
H -2.61636 -1.12908 -1.06387 0.1 -0.1 0.0
H -0.03576 -0.58955 -1.48281 0.0 0.1 0.1
H -0.11588 0.02458 0.16321 0.0 -0.1 0.0
H -2.35626 1.21941 -0.89510 0.1 0.0 0.0
H -1.33139 1.14710 -2.32860 -0.1 0.0 0.1
H -0.48958 2.35500 0.32724 0.0 0.1 -0.1
H -1.08519 3.29276 -1.03613 0.0 -0.1 0.0
H 1.55447 1.83123 -0.74532 0.0 -0.1 -0.1
H 0.89038 2.02862 -2.34783 0.0 0.1 0.1
H 0.66626 4.85477 -1.20515 0.0 0.0 0.0
H 2.01544 4.22908 -2.55324 0.0 -0.1 0.1
H 3.18856 5.23220 -0.46749 0.0 -0.1 0.0
H 2.29034 4.29333 0.71402 0.1 0.1 0.0
H 3.62483 2.57337 0.43169 -0.1 -0.1 -0.2
H 5.80973 3.06714 0.39828 0.0 0.0 -0.2
H 5.06776 4.64377 0.74600 0.1 0.0 -0.1
H 5.58157 4.24195 -0.90400 -0.1 0.1 0.1
C -5.60580 -3.39349 -5.09539 0.1 0.0 0.0
C -6.30030 -3.83649 -3.82855 -0.1 0.1 -0.1
O -5.43736 -4.68892 -3.03474 0.0 0.0 0.0
C -4.55203 -4.05788 -2.27719 0.0 -0.1 0.0
O -4.39609 -2.88038 -2.17183 0.0 0.0 0.0
C -3.73641 -5.09676 -1.47077 -0.1 0.0 -0.1
F -3.36903 -6.13028 -2.24312 0.0 0.0 0.0
F -4.49837 -5.58316 -0.47627 0.0 0.0 0.0
F -2.64995 -4.55618 -0.94761 0.0 0.0 0.0
H -5.27332 -4.25684 -5.67174 0.0 0.0 0.0
H -6.29852 -2.81478 -5.70654 0.0 0.0 0.0
H -4.74477 -2.76632 -4.86952 0.0 0.0 0.0
H -7.16838 -4.45706 -4.03722 0.0 0.0 0.0
H -6.60439 -2.98682 -3.21893 0.0 0.0 0.0
C -3.12326 -9.37454 -2.03761 0.0 -0.1 0.0
C -4.51376 -9.29754 -1.45432 0.1 0.1 0.1
O -5.36972 -10.32978 -2.01047 0.0 0.0 0.0
C -5.27544 -11.52427 -1.45926 -0.1 0.0 -0.1
O -4.57534 -11.86311 -0.55246 0.0 0.0 0.0
C -6.27290 -12.49241 -2.14182 0.0 0.0 0.0
F -6.24386 -12.37634 -3.47283 0.0 0.0 0.0
F -7.51959 -12.21955 -1.72773 0.0 0.0 0.0
F -5.99291 -13.75190 -1.82367 0.0 0.0 0.0
H -3.16085 -9.30850 -3.12504 0.0 0.0 0.0
H -2.53015 -8.54138 -1.66356 0.0 0.0 0.0
H -2.62789 -10.30382 -1.75869 0.0 0.0 0.0
H -5.00893 -8.36730 -1.72048 0.0 0.0 0.0
H -4.50509 -9.39955 -0.37020 0.0 0.0 0.0
C 5.11921 9.67212 2.98127 0.0 0.0 -0.1
C 3.86075 9.34518 2.20899 0.0 0.0 0.1
O 4.09561 9.38884 0.78409 0.0 0.0 0.0
C 4.63152 8.28966 0.26526 -0.1 0.0 -0.1
O 4.97553 7.31153 0.85252 0.1 0.0 0.1
C 4.71959 8.42312 -1.27384 0.0 0.0 0.1
F 5.21616 9.62562 -1.62098 0.0 0.0 0.0
F 3.50843 8.30563 -1.81482 0.0 0.0 0.0
F 5.51487 7.48855 -1.77559 0.0 0.0 0.0
H 5.51136 10.64403 2.68017 0.0 0.0 0.0
H 4.89641 9.70303 4.04833 0.0 0.0 0.0
H 5.88391 8.91559 2.81285 0.0 0.0 0.0
H 3.08279 10.08676 2.37589 0.0 0.0 0.0
H 3.47551 8.35997 2.46856 0.0 0.0 0.0
C 4.34398 0.90148 3.03921 0.0 0.0 0.1
C 5.03963 2.24056 3.10457 -0.1 0.0 -0.2
O 4.99782 2.78208 4.45456 0.0 0.0 0.0
C 5.91096 2.34294 5.29037 -0.1 0.1 0.1
O 6.78487 1.55049 5.09049 0.0 -0.1 0.0
C 5.74529 3.04911 6.65925 0.0 0.0 0.0
F 4.46767 3.09450 7.04767 0.0 0.0 0.0
F 6.20010 4.30930 6.57961 0.0 0.0 0.0
F 6.44409 2.41631 7.60024 0.0 0.0 0.0
H 3.31579 0.98889 3.39014 0.0 0.0 0.0
H 4.32359 0.56055 2.00374 0.0 0.0 0.0
H 4.86310 0.15532 3.64068 0.0 0.0 0.0
H 4.52865 2.98141 2.49584 0.0 0.1 0.1
H 6.07884 2.17725 2.78771 0.0 0.0 0.1

=====

[2]
79
Properties=species:S:1:pos:R:3:forces:R:3 method="wB97M-V/def2-TZVPD" energy_ev=-54330.543 mol_weight_g_mol=522.52 spin_multiplicity=3 lumo_energy_ha="-0.019 / -0.019" max_force_ev_per_a=2.01 e_homo_ev="-8.257 / -8.828" s_squared=2.01 homo_lumo_gap_ev="7.745 / 8.316" total_charge=0
O 7.37980 -1.52909 3.91431 -0.7 -0.1 -0.3
B 6.92894 -1.18498 2.64732 0.2 -0.3 0.0
O 7.59244 -0.18377 1.95177 -0.4 0.3 0.9
C 5.67568 -1.89782 1.99063 0.2 0.4 -0.1
C 4.40238 -1.11603 2.26227 0.2 -0.5 -0.5
C 4.22137 -0.36487 3.45162 -0.5 0.4 0.2
C 3.09709 0.36232 3.71227 0.2 0.0 0.3
C 2.05580 0.36825 2.76166 0.1 0.1 0.2
N 0.87442 1.01030 2.81586 0.2 -0.1 0.1
S 0.11049 0.60960 1.48229 -0.5 0.2 -0.4
N 1.15953 -0.34741 0.74235 0.0 0.3 0.8
C 2.21520 -0.39202 1.58462 0.0 -0.5 -1.0
C 3.39799 -1.13828 1.32725 -0.1 0.1 0.7
O 3.49798 -1.84499 0.16629 0.3 0.1 -0.3
H 7.23214 -0.77264 4.48842 0.7 0.1 0.3
H 6.97899 0.54413 1.80745 0.1 0.1 -0.7
H 5.81807 -1.88553 0.91455 0.0 -0.1 -0.2
H 5.57346 -2.94300 2.27544 -0.1 -0.1 0.3
H 4.97871 -0.35676 4.21827 0.3 -0.2 0.0
H 3.01181 0.90962 4.63522 -0.1 0.1 0.1
H 3.07345 -2.70244 0.24995 -0.2 -0.1 0.0
C -3.41109 -3.33502 1.97509 -0.1 0.0 -0.3
C -3.63324 -2.01562 2.75807 0.7 -1.4 -0.3
C -4.58410 -2.23516 3.93784 -0.5 0.2 0.1
C -6.04511 -2.38922 3.52691 0.1 0.1 0.0
C -6.48112 -1.19293 2.68226 0.1 -0.1 0.5
C -5.58222 -0.96797 1.46628 -0.7 -0.6 -1.2
N -4.13578 -0.93803 1.85334 -0.6 0.9 1.7
O -3.84278 0.22011 2.34938 0.4 0.1 -0.5
C -5.86864 -2.06971 0.42507 0.1 -0.2 0.0
C -5.95943 0.34121 0.78153 0.2 0.4 0.2
C -2.26411 -1.64948 3.31638 0.1 0.5 0.2
H -3.64067 -4.20342 2.59360 0.0 0.0 0.1
H -3.99803 -3.41824 1.06692 -0.1 0.0 0.1
H -2.37285 -3.42335 1.65409 0.0 0.1 0.1
H -4.50666 -1.38536 4.62366 0.0 0.1 -0.1
H -4.25827 -3.11055 4.50203 0.1 0.0 -0.1
H -6.19219 -3.32671 2.98288 0.0 0.0 0.0
H -6.67069 -2.45207 4.41929 0.0 0.0 0.0
H -7.51036 -1.33073 2.34452 0.0 0.0 -0.1
H -6.47805 -0.29772 3.31197 0.1 0.0 -0.1
H -5.12914 -2.05176 -0.37676 0.0 0.0 0.0
H -6.84617 -1.90434 -0.02684 0.0 0.1 0.1
H -5.90072 -3.07161 0.84875 0.0 0.0 0.0
H -5.91532 1.19056 1.46034 0.1 0.0 0.0
H -6.98076 0.27460 0.40897 0.0 -0.1 0.0
H -5.30201 0.54392 -0.06532 0.0 0.0 0.0
H -1.56954 -1.39886 2.51520 0.0 0.0 0.0
H -1.85373 -2.49801 3.86515 -0.1 -0.1 -0.1
H -2.30138 -0.80731 4.00575 -0.1 0.0 -0.1
C 1.96451 4.32536 -3.57159 -0.1 -0.1 0.3
C 2.55260 3.13424 -4.37034 -0.2 1.5 0.3
C 1.71598 2.84898 -5.62125 -0.3 -0.4 -0.2
C 0.38508 2.16431 -5.32617 0.1 0.0 0.0
C 0.61884 0.88902 -4.51825 0.1 0.2 -0.5
C 1.41348 1.13827 -3.23707 -1.1 0.0 1.1
N 2.66277 1.91805 -3.51000 0.1 -1.0 -1.7
O 3.57093 1.12953 -3.98543 0.3 0.1 0.5
C 0.50956 1.85461 -2.21575 -0.1 0.3 0.0
C 1.75984 -0.19055 -2.57532 0.5 -0.2 -0.3
C 3.93243 3.60056 -4.82269 0.3 -0.4 -0.1
H 1.33749 4.95364 -4.20543 0.0 0.0 -0.1
H 1.37008 4.03447 -2.71215 0.0 -0.1 -0.1
H 2.76109 4.95218 -3.17028 0.1 0.0 -0.1
H 2.29052 2.20937 -6.29899 0.1 -0.1 0.1
H 1.54559 3.78374 -6.15831 0.1 0.1 0.1
H -0.28524 2.84654 -4.79495 0.0 0.0 0.0
H -0.11347 1.91465 -6.26499 0.0 0.0 0.0
H -0.33832 0.43022 -4.26127 0.0 0.0 0.1
H 1.15112 0.16693 -5.14544 0.1 0.0 0.1
H 1.09793 2.19604 -1.36228 0.0 0.0 0.0
H -0.24148 1.16105 -1.83789 0.1 -0.1 -0.1
H -0.04602 2.69861 -2.62183 0.1 0.0 0.0
H 2.30344 -0.85922 -3.24145 0.1 0.1 0.0
H 0.84728 -0.70484 -2.27893 -0.1 0.1 0.0
H 2.35939 -0.03776 -1.68005 0.0 0.0 0.0
H 4.59865 3.73924 -3.97060 0.0 0.0 0.0
H 3.83129 4.55819 -5.33456 -0.1 0.0 0.0
H 4.40309 2.90280 -5.51287 0.0 -0.1 0.1